No. 1
17
Properties=species:S:1:pos:R:3:forces:R:3 method="wB97M-V/def2-TZVPD" orbital_gap_ev=9.54 homo_energy_ev=-8.6740 e_lumo_ev=0.866 multiplicity=1 total_charge=0 de_lowest_kcal_mol=124.35 energy_ha=-363.8261
C 0.913 -0.743 0.004 0.2 -3.9 -0.8
C 0.378 0.234 0.908 -2.5 2.4 -0.2
C 0.671 1.348 -0.208 -0.3 1.5 0.7
C 0.195 0.146 -1.034 2.7 1.1 -4.1
C -1.871 -0.923 -0.209 -0.2 3.3 0.6
C -1.210 0.189 0.587 0.2 -1.0 6.0
H 2.692 -0.592 0.692 -0.6 -0.3 -2.8
H 0.727 -1.851 0.260 -0.6 1.5 -0.8
H 0.553 0.366 1.913 0.8 0.0 2.4
H -0.211 2.062 -0.236 1.7 -0.1 0.1
H 1.714 1.840 -0.422 -2.1 -1.3 0.7
H 0.566 0.297 -2.129 -1.0 -1.2 1.6
H -1.375 -1.797 -0.379 0.6 -2.5 -0.3
H -2.957 -0.746 -0.248 0.6 -0.9 -0.2
H -1.885 0.610 1.540 1.5 0.0 -3.3
N -1.187 0.257 -0.783 -3.1 0.7 -2.8
O 2.288 -0.697 -0.254 1.9 0.8 2.9


No. 2
45
Properties=species:S:1:pos:R:3:forces:R:3 method="wB97M-V/def2-TZVPD" orbital_gap_ev=8.59 homo_energy_ev=-12.0389 e_lumo_ev=-3.447 multiplicity=1 total_charge=+1 energy_ha=-1829.4684
C 1.242 0.315 -0.449 -0.1 0.1 -0.2
P 2.429 1.670 -0.665 0.1 0.0 0.0
O 1.979 2.301 -2.094 0.0 0.0 0.2
N 3.777 0.571 -1.202 0.2 0.1 -0.1
C 4.940 1.080 -1.562 0.1 -0.2 0.0
N 5.268 2.390 -1.581 -0.1 0.0 0.0
C 6.509 2.450 -2.000 -0.1 0.0 0.1
N 7.018 1.246 -2.260 0.1 0.2 0.0
N 6.013 0.357 -1.980 -0.1 0.1 0.0
Cl 6.191 -1.286 -2.168 0.0 0.0 0.0
H 1.660 -0.497 0.147 0.0 0.1 0.2
H 0.894 -0.097 -1.400 0.1 0.0 -0.1
H 0.397 0.758 0.081 -0.1 -0.2 0.1
H 1.404 1.741 -2.626 -0.1 -0.1 -0.2
H 3.693 -0.436 -1.235 -0.1 0.0 0.0
H 7.070 3.361 -2.125 0.1 0.0 0.0
H 7.922 0.958 -2.600 0.0 -0.1 0.0
O -0.474 1.824 1.709 0.0 0.0 0.0
C -1.663 2.042 1.779 0.0 0.1 0.0
O -2.472 1.399 0.934 0.0 0.0 0.0
C -3.912 1.505 0.996 -0.1 0.1 -0.1
C -4.410 2.718 0.243 0.1 0.0 0.0
C -2.215 3.053 2.751 0.0 -0.1 0.1
H -4.241 1.494 2.034 0.0 0.0 0.0
H -4.265 0.585 0.542 0.1 0.0 0.0
H -4.048 3.652 0.674 0.0 0.0 0.0
H -5.500 2.738 0.257 0.0 0.0 0.0
H -4.081 2.677 -0.796 0.0 0.0 0.0
H -2.136 4.038 2.290 0.0 0.0 0.0
H -1.588 3.041 3.639 0.0 0.0 0.0
H -3.248 2.885 3.039 0.0 0.0 0.0
O -3.604 -1.624 0.782 -0.1 -0.1 0.0
C -2.741 -2.398 0.466 0.1 0.1 0.2
O -3.044 -3.704 0.387 0.0 0.0 -0.1
C -2.121 -4.687 -0.099 0.0 -0.1 0.0
C -1.180 -5.171 0.982 0.0 0.0 0.0
C -1.327 -1.920 0.221 -0.1 -0.1 -0.3
H -1.587 -4.309 -0.972 0.0 0.0 0.0
H -2.757 -5.501 -0.442 0.0 0.0 0.0
H -0.542 -4.367 1.352 0.0 0.0 0.0
H -0.541 -5.965 0.593 0.0 0.0 0.0
H -1.747 -5.566 1.824 0.0 0.0 0.0
H -0.818 -1.841 1.182 0.0 0.0 0.0
H -1.403 -0.924 -0.207 0.0 0.1 0.1
H -0.742 -2.554 -0.442 0.0 0.0 0.1


No. 3
12
Properties=species:S:1:pos:R:3:forces:R:3 method="wB97M-V/def2-TZVPD" orbital_gap_ev=9.02 homo_energy_ev=-9.0882 e_lumo_ev=-0.065 multiplicity=1 total_charge=0 de_lowest_kcal_mol=25.21 energy_ha=-597.1204
H -0.076 0.870 -3.309 -0.2 -0.6 -0.4
P -0.598 1.486 -2.172 0.1 -0.2 1.2
C -0.760 0.146 -1.134 -0.8 -0.7 -4.1
F -0.806 -1.203 -1.676 0.4 2.6 1.6
C -0.847 0.228 0.291 0.0 0.3 3.3
C 0.627 0.217 0.737 -0.3 -2.1 1.4
C 1.122 -0.795 1.457 -0.4 -0.9 0.7
H -1.223 1.141 0.854 0.0 -0.4 -1.8
H -1.498 -0.565 0.735 1.0 0.1 -0.4
H 1.255 1.067 0.481 -0.3 -0.1 -0.2
H 2.118 -0.873 1.803 1.3 0.9 -0.1
H 0.686 -1.719 1.933 -0.8 1.2 -1.3


No. 4
22
Properties=species:S:1:pos:R:3:forces:R:3 method="wB97M-V/def2-TZVPD" orbital_gap_ev=6.79 homo_energy_ev=-21.0664 e_lumo_ev=-14.278 multiplicity=1 total_charge=+3 energy_ha=-960.3980
Al 0.012 -0.041 -1.487 0.4 0.4 2.2
O 0.191 3.165 -1.977 -0.9 -6.4 0.0
C 0.037 2.013 -1.941 0.9 7.3 0.3
C 0.106 -2.159 -1.843 0.9 -6.4 -0.3
O 0.276 -3.302 -1.949 -1.0 6.2 0.5
C 2.031 0.051 -1.935 7.6 0.9 0.7
O 3.184 0.211 -1.907 -6.6 -1.0 -0.4
C -2.113 -0.003 -1.814 -6.3 1.1 -1.1
O -3.245 0.168 -1.996 6.0 -1.0 1.0
H 0.087 0.452 -3.681 -0.1 -0.8 -0.2
H 0.089 -0.326 -3.686 -0.1 0.6 -0.2
C 1.001 0.892 3.156 0.6 0.4 0.3
N 0.025 -0.073 2.657 -0.7 -0.3 -2.1
C -0.308 -0.295 1.385 -0.1 -0.5 2.5
N -1.281 -1.231 1.125 0.5 0.7 -0.2
O 0.335 0.297 0.425 -0.8 -0.5 -3.5
H 1.541 1.380 2.337 -0.2 -0.3 0.2
H 1.720 0.365 3.798 -0.2 0.2 -0.2
H 0.469 1.658 3.734 0.2 -0.2 -0.1
H -0.517 -0.575 3.354 0.1 0.1 0.0
H -1.858 -1.129 0.288 0.1 -0.1 0.9
H -1.781 -1.518 1.958 -0.4 -0.4 -0.3


No. 5
141
Properties=species:S:1:pos:R:3:forces:R:3 method="wB97M-V/def2-TZVPD" orbital_gap_ev="4.36 / 3.85" homo_energy_ev="-2.3492 / -1.8368" e_lumo_ev="2.016 / 2.016" multiplicity=2 total_charge=-1 energy_ha=-6612.0105
V -0.738 0.158 0.338 0.7 0.9 2.9
C 1.093 4.597 6.010 0.2 -0.2 -0.1
C 2.217 3.616 5.661 0.0 0.0 0.1
C 2.448 2.697 6.870 0.0 0.2 -0.1
C 3.479 4.438 5.369 -0.2 -0.1 0.1
C 1.876 2.746 4.460 0.0 0.0 0.0
C 0.630 2.750 3.856 0.1 0.0 -0.1
C 0.383 1.925 2.780 -0.2 -0.2 -0.3
Se -1.413 1.775 2.095 0.0 0.2 0.9
C -1.966 0.344 3.281 0.1 -0.1 -0.3
C -2.633 0.626 4.455 0.1 -0.1 -0.1
C -3.036 -0.410 5.286 0.0 0.0 0.1
C -2.746 -1.708 4.866 0.0 0.3 0.0
C -2.064 -2.031 3.708 0.1 0.1 -0.3
C -1.646 -0.974 2.842 -0.7 0.6 1.3
O -1.051 -1.158 1.730 0.0 -1.4 -0.1
C -1.871 -3.514 3.386 0.0 -0.2 0.0
C -3.249 -4.124 3.088 0.2 0.0 0.1
C -1.220 -4.220 4.587 -0.1 0.1 -0.1
C -0.972 -3.791 2.180 -0.1 0.0 0.0
C -3.808 -0.200 6.579 -0.1 0.0 0.1
C -3.082 -0.894 7.742 -0.1 0.1 -0.1
C -5.216 -0.787 6.400 0.1 0.1 0.1
C -3.944 1.280 6.946 0.0 -0.2 -0.1
C 1.339 1.050 2.190 0.0 1.1 1.2
O 1.091 0.466 1.080 0.7 -0.3 -0.9
C 2.554 0.926 2.940 -0.2 -0.2 -0.3
C 2.788 1.800 3.988 -0.2 0.2 0.0
C 3.590 -0.171 2.682 0.1 -0.1 -0.1
C 3.060 -1.280 1.768 0.1 0.1 0.0
C 4.850 0.448 2.060 -0.2 -0.1 0.1
C 3.956 -0.845 4.019 0.0 0.1 -0.1
H 1.394 5.216 6.854 0.0 0.0 0.1
H 0.877 5.252 5.170 -0.1 0.1 -0.1
H 0.183 4.071 6.285 -0.2 0.0 0.0
H 2.667 3.278 7.766 0.1 0.1 0.1
H 1.558 2.097 7.053 -0.1 -0.1 0.0
H 3.275 2.017 6.689 0.1 -0.1 0.0
H 3.775 5.014 6.245 0.1 0.1 0.1
H 4.309 3.799 5.082 0.1 -0.1 0.0
H 3.285 5.129 4.550 0.0 0.1 -0.1
H -0.174 3.381 4.203 0.0 0.1 0.1
H -2.829 1.663 4.685 0.0 0.1 0.1
H -3.099 -2.520 5.486 0.0 -0.1 0.1
H -3.918 -4.032 3.939 -0.1 0.0 0.1
H -3.702 -3.610 2.242 -0.1 0.0 -0.1
H -3.150 -5.179 2.836 0.0 -0.2 0.0
H -1.817 -4.137 5.490 -0.1 0.0 0.1
H -1.076 -5.279 4.373 0.0 -0.1 0.0
H -0.247 -3.774 4.782 0.1 0.0 0.1
H -1.379 -3.363 1.268 0.1 0.0 0.0
H 0.015 -3.368 2.343 0.1 0.1 -0.1
H -0.870 -4.870 2.045 0.0 -0.2 0.1
H -2.932 -1.951 7.545 0.0 -0.2 0.0
H -2.103 -0.438 7.885 0.1 0.0 0.0
H -3.649 -0.799 8.668 -0.1 0.0 0.1
H -5.171 -1.856 6.209 0.0 -0.1 0.0
H -5.820 -0.618 7.291 -0.1 0.0 0.1
H -5.709 -0.313 5.553 -0.1 0.0 -0.1
H -2.963 1.735 7.057 0.1 0.1 0.0
H -4.499 1.826 6.189 -0.1 0.1 -0.1
H -4.477 1.377 7.890 0.0 0.0 0.1
H 3.743 1.732 4.490 0.1 -0.1 0.1
H 2.775 -0.889 0.796 0.0 -0.1 0.0
H 3.820 -2.054 1.641 0.1 -0.1 0.1
H 2.173 -1.731 2.210 -0.1 -0.1 0.0
H 4.626 0.828 1.066 0.0 0.1 -0.2
H 5.206 1.281 2.662 0.1 0.1 0.1
H 5.648 -0.291 1.984 0.1 -0.1 -0.1
H 3.050 -1.100 4.565 -0.1 -0.1 0.1
H 4.518 -1.760 3.836 0.1 -0.1 0.0
H 4.563 -0.202 4.650 0.1 0.1 0.1
C 0.278 -3.146 -1.927 0.0 -0.1 -0.1
C 0.404 -2.364 -0.775 0.1 -0.3 -0.3
N -0.281 -1.240 -0.919 0.7 -1.2 -0.3
N -0.835 -1.254 -2.127 0.0 -0.7 -0.9
C -0.520 -2.397 -2.766 0.0 0.0 0.1
B -1.752 -0.103 -2.544 0.2 0.0 0.6
N -1.024 1.213 -2.288 0.0 0.6 -1.0
C -0.802 2.260 -3.103 0.0 0.0 0.1
C -0.169 3.242 -2.374 0.1 0.0 0.0
C -0.042 2.697 -1.094 0.1 0.4 -0.2
N -0.566 1.482 -1.070 0.0 1.2 -1.0
N -2.913 -0.126 -1.543 -1.1 -0.2 -0.6
C -4.242 -0.193 -1.737 0.2 0.1 0.1
C -4.852 -0.148 -0.502 -0.1 -0.1 0.1
C -3.798 -0.050 0.408 -0.4 0.0 -0.1
N -2.641 -0.039 -0.242 -1.2 0.0 -0.2
H 0.695 -4.116 -2.120 0.1 -0.1 0.0
H 0.935 -2.565 0.135 0.0 0.0 0.2
H -0.873 -2.603 -3.758 -0.1 0.0 -0.2
H -2.124 -0.211 -3.667 -0.1 0.0 -0.3
H -1.104 2.245 -4.132 -0.1 -0.1 -0.2
H 0.150 4.208 -2.713 0.1 0.1 -0.1
H 0.392 3.128 -0.205 0.0 -0.1 0.0
H -4.657 -0.275 -2.723 0.0 0.0 -0.2
H -5.901 -0.180 -0.284 -0.2 0.0 0.0
H -3.847 0.011 1.483 0.2 0.0 0.1
C 3.771 -3.471 -2.123 0.2 0.1 0.0
C 5.251 -3.097 -2.224 0.1 0.0 0.1
C 5.715 -2.528 -0.876 0.0 0.0 -0.3
C 6.058 -4.386 -2.460 -0.1 0.3 -0.1
C 5.526 -2.059 -3.369 -0.7 -0.2 0.1
O 6.932 -1.852 -3.471 0.2 0.1 0.0
C 4.953 -2.528 -4.725 0.3 0.0 0.0
C 5.550 -1.835 -5.966 -0.1 -0.1 0.2
C 5.008 -0.456 -6.212 0.3 0.1 -0.2
C 5.804 0.669 -6.011 -0.3 0.1 -0.2
C 5.282 1.948 -6.166 0.1 -0.2 0.0
C 3.960 2.094 -6.542 0.0 -0.2 0.0
Cl 3.293 3.685 -6.706 -0.1 0.2 0.0
C 3.159 0.991 -6.788 0.2 -0.2 0.0
C 3.692 -0.280 -6.619 0.1 0.5 -0.2
C 5.013 -0.638 -3.032 0.9 -0.1 -0.3
N 3.594 -0.437 -2.989 -0.5 0.2 0.4
C 2.870 0.193 -2.040 -0.2 -0.1 -0.2
N 1.636 0.354 -2.444 0.0 0.3 0.2
C 1.631 -0.190 -3.673 0.6 0.0 0.4
N 2.794 -0.674 -4.039 0.0 -0.3 -0.5
H 3.639 -4.186 -1.312 0.0 -0.1 0.1
H 3.413 -3.929 -3.042 -0.1 -0.1 -0.1
H 3.149 -2.610 -1.904 -0.1 0.0 0.0
H 5.796 -3.334 -0.149 0.0 0.0 0.1
H 5.005 -1.804 -0.487 -0.1 0.1 0.1
H 6.692 -2.059 -0.975 0.1 0.0 0.1
H 5.802 -5.108 -1.688 0.0 -0.1 0.1
H 7.129 -4.201 -2.393 0.1 0.0 0.0
H 5.835 -4.842 -3.422 0.0 -0.1 -0.1
H 7.321 -2.659 -3.828 0.0 0.0 0.1
H 3.878 -2.360 -4.723 0.1 -0.3 0.0
H 5.141 -3.598 -4.832 0.0 0.0 0.0
H 5.306 -2.466 -6.826 0.1 0.0 0.0
H 6.637 -1.784 -5.879 0.0 -0.1 -0.1
H 6.837 0.551 -5.716 0.1 0.0 0.1
H 5.895 2.817 -5.984 0.0 0.1 0.0
H 2.130 1.120 -7.084 -0.1 0.1 0.0
H 3.064 -1.140 -6.793 -0.1 -0.1 0.0
H 5.432 0.014 -3.804 -0.1 0.0 0.3
H 5.430 -0.330 -2.073 -0.1 0.0 0.0
H 3.248 0.509 -1.091 0.2 0.1 0.3
H 0.769 -0.221 -4.305 -0.2 0.0 -0.2


No. 6
39
Properties=species:S:1:pos:R:3:forces:R:3 method="wB97M-V/def2-TZVPD" orbital_gap_ev=7.12 homo_energy_ev=-7.4275 e_lumo_ev=-0.306 smiles=Cc1ccc(Cc2cn(C)c3ccccc23)cc1.B multiplicity=1 total_charge=0 de_lowest_kcal_mol=0.00 energy_ha=-739.3283
C 2.805 -1.670 4.434 0.0 -0.1 0.1
C 2.136 -1.515 3.102 0.1 0.2 -0.5
C 1.924 -0.229 2.601 -0.1 -0.1 -0.7
C 1.365 -0.033 1.331 -0.1 -0.7 0.7
C 0.906 -1.146 0.603 0.4 0.0 -0.3
C 0.344 -1.005 -0.794 0.0 -0.9 -0.1
C -0.749 -0.050 -1.133 -0.5 0.6 -1.4
C -1.123 0.219 -2.460 0.1 -0.1 2.3
N -2.053 1.239 -2.469 -0.1 0.5 0.1
C -2.800 1.650 -3.649 0.0 -0.1 0.0
C -2.266 1.682 -1.160 0.2 -0.9 -0.2
C -3.112 2.668 -0.657 0.2 0.0 1.0
C -3.149 2.867 0.741 0.1 -0.2 -1.5
C -2.367 2.073 1.582 0.5 -0.6 0.3
C -1.533 1.064 1.087 -0.6 0.5 0.0
C -1.479 0.861 -0.299 0.0 0.2 -0.3
C 1.235 -2.427 1.046 -0.3 0.2 0.6
C 1.804 -2.610 2.301 0.4 0.2 0.2
H 2.988 -2.724 4.640 -0.1 0.0 0.2
H 3.770 -1.152 4.481 -0.2 0.0 -0.1
H 2.161 -1.243 5.206 0.1 -0.1 0.2
H 2.240 0.623 3.199 0.0 0.0 -0.1
H 1.277 0.975 0.945 -0.2 -0.1 -0.1
H 0.093 -2.001 -1.224 0.2 0.5 0.5
H 1.202 -0.665 -1.332 0.8 0.2 -0.9
H -0.750 -0.267 -3.356 -0.3 0.3 0.1
H -3.442 2.510 -3.421 0.2 -0.3 0.0
H -2.121 1.933 -4.461 0.0 0.0 0.2
H -3.420 0.817 -4.008 0.0 0.3 0.1
H -3.711 3.259 -1.324 -0.2 0.2 -0.1
H -3.794 3.640 1.142 0.1 -0.1 0.0
H -2.410 2.234 2.662 0.0 0.0 -0.3
H -0.954 0.430 1.750 -0.2 0.2 0.0
H 1.056 -3.289 0.410 -0.2 0.1 0.1
H 2.058 -3.603 2.668 -0.1 0.1 -0.2
B 3.034 -1.299 -3.627 -1.1 0.5 1.5
H 2.018 -1.523 -4.292 1.1 0.1 0.2
H 3.360 -0.115 -3.400 0.0 -1.2 -0.6
H 3.455 -2.181 -2.868 0.0 0.7 -1.0


No. 7
69
Properties=species:S:1:pos:R:3:forces:R:3 method="wB97M-V/def2-TZVPD" orbital_gap_ev="5.80 / 6.25" homo_energy_ev="-5.3139 / -5.7056" e_lumo_ev="0.485 / 0.545" multiplicity=2 total_charge=0 de_lowest_kcal_mol=13.73 energy_ha=-4181.5419
Ti 0.202 -0.167 -0.097 -0.7 0.2 1.0
C -2.099 1.933 2.789 0.0 0.0 0.0
C -2.371 1.554 1.338 0.1 0.0 -0.1
C -3.832 1.160 1.148 -0.1 0.1 0.0
C -2.028 2.715 0.410 0.0 0.0 0.0
O -1.527 0.446 0.991 -0.3 0.0 0.0
Ge -1.938 -1.422 1.314 0.1 0.3 0.1
O -0.010 -1.542 1.490 0.0 -0.4 0.1
C 0.655 -1.758 2.749 0.1 0.0 -0.2
C 0.745 -0.452 3.524 0.0 0.0 0.0
C 2.050 -2.270 2.411 0.0 0.1 0.0
C -0.104 -2.806 3.556 0.1 -0.1 0.1
O -1.492 -1.587 -0.496 -0.1 -0.3 -0.2
C -2.143 -2.327 -1.529 0.1 0.1 0.1
C -3.094 -3.357 -0.930 -0.1 -0.1 -0.1
C -2.912 -1.334 -2.396 0.0 0.0 0.0
C -1.069 -3.033 -2.351 0.0 0.0 0.0
H -2.681 2.812 3.078 0.0 0.0 0.0
H -1.039 2.152 2.911 0.0 0.0 0.0
H -2.377 1.113 3.456 0.0 0.0 0.0
H -4.477 2.015 1.357 0.0 0.0 0.0
H -4.122 0.352 1.824 0.0 0.0 0.0
H -4.012 0.842 0.120 0.0 0.0 0.0
H -2.660 3.578 0.629 0.0 0.0 0.0
H -2.181 2.425 -0.630 0.0 0.0 0.0
H -0.987 3.002 0.554 0.1 0.0 0.0
H 1.320 0.277 2.955 -0.1 0.0 0.0
H 1.224 -0.619 4.491 0.0 0.0 0.0
H -0.248 -0.038 3.697 0.0 0.0 0.0
H 2.584 -1.519 1.824 0.0 0.0 0.0
H 1.986 -3.196 1.836 0.0 0.0 0.0
H 2.625 -2.466 3.318 0.0 0.0 0.0
H -1.083 -2.444 3.873 0.0 0.0 0.0
H 0.463 -3.056 4.454 0.0 0.0 0.0
H -0.244 -3.720 2.975 0.0 0.0 0.0
H -3.885 -2.881 -0.348 0.0 0.0 0.0
H -2.558 -4.055 -0.283 0.0 0.0 0.0
H -3.567 -3.931 -1.729 0.0 0.0 0.0
H -3.707 -0.861 -1.815 0.0 0.0 0.0
H -3.363 -1.826 -3.260 0.0 0.0 0.0
H -2.240 -0.549 -2.747 0.0 0.0 0.0
H -0.462 -3.671 -1.706 0.0 0.0 0.0
H -0.411 -2.310 -2.833 0.0 0.0 0.0
H -1.522 -3.654 -3.126 0.0 0.0 0.0
O -0.258 1.202 -1.802 0.2 -0.1 -0.3
C 0.576 0.957 -2.929 -0.1 0.1 0.0
C 1.471 -0.249 -2.756 -0.1 -0.1 0.3
C 2.308 -0.678 -3.762 0.1 0.0 -0.1
C 3.137 -1.778 -3.563 -0.1 0.1 0.2
C 3.070 -2.420 -2.327 0.1 -0.1 0.0
C 2.206 -1.962 -1.363 -0.1 0.2 -0.1
N 1.408 -0.875 -1.549 0.5 -0.2 -0.8
H 0.337 1.618 -1.097 0.1 0.2 0.1
H 1.184 1.846 -3.132 0.0 -0.1 0.0
H -0.087 0.810 -3.785 0.0 0.0 0.0
H 2.317 -0.142 -4.703 0.0 0.0 0.0
H 3.802 -2.123 -4.341 0.0 0.0 0.0
H 3.677 -3.289 -2.110 0.0 0.0 0.0
H 2.108 -2.460 -0.407 0.0 0.0 0.0
C 1.976 2.846 2.298 0.0 0.0 0.0
O 1.051 2.218 1.435 0.0 0.2 0.1
C 1.493 1.227 0.524 0.3 0.0 0.0
C 2.948 1.402 0.142 0.0 0.0 0.0
H 2.494 2.124 2.941 0.0 0.0 0.0
H 1.402 3.522 2.932 0.0 0.0 0.0
H 2.728 3.429 1.761 0.0 0.0 0.0
H 3.627 1.250 0.990 0.0 0.0 0.0
H 3.171 2.399 -0.264 0.0 0.0 0.0
H 3.226 0.670 -0.617 0.0 0.0 0.0


No. 8
19
Properties=species:S:1:pos:R:3:forces:R:3 method="wB97M-V/def2-TZVPD" orbital_gap_ev=10.25 homo_energy_ev=-9.2612 e_lumo_ev=0.985 smiles=NCCNCCO multiplicity=1 total_charge=0 de_lowest_kcal_mol=34.14 energy_ha=-344.3306
N -1.698 -0.444 1.992 0.3 -0.7 0.2
C -1.786 0.347 0.770 0.2 0.4 0.3
C -0.575 1.262 0.587 -0.3 -0.8 -0.6
N 0.571 0.464 0.161 0.5 0.0 -0.4
C 0.608 0.101 -1.277 0.1 -0.1 1.0
C 1.804 -0.847 -1.439 -0.9 0.2 -0.4
O 1.686 -1.934 -0.547 0.4 0.3 0.2
H -0.741 -0.505 2.325 0.1 0.3 -0.1
H -1.919 -1.419 1.818 -0.3 0.2 0.0
H -2.640 1.009 0.846 -0.5 0.1 0.0
H -1.928 -0.276 -0.115 0.0 0.0 -0.1
H -0.865 2.037 -0.136 0.2 0.1 0.0
H -0.353 1.735 1.535 0.1 0.2 0.2
H 1.452 0.942 0.330 -0.2 0.2 0.3
H -0.308 -0.438 -1.526 0.0 0.2 -0.1
H 0.718 1.015 -1.871 -0.1 -0.2 -0.4
H 2.708 -0.237 -1.331 0.3 -0.3 0.2
H 1.788 -1.286 -2.431 0.2 0.1 -0.3
H 1.477 -1.526 0.307 -0.1 -0.1 0.0


No. 9
12
Properties=species:S:1:pos:R:3:forces:R:3 method="wB97M-V/def2-TZVPD" orbital_gap_ev=10.75 homo_energy_ev=-9.5984 e_lumo_ev=1.151 smiles=NCCN multiplicity=1 total_charge=0 de_lowest_kcal_mol=13.25 energy_ha=-190.4777
N -1.948 -0.204 0.364 3.8 -0.9 -1.5
C -0.599 0.432 -0.109 -0.6 1.0 0.5
C 0.651 -0.469 0.097 -1.5 -0.5 0.9
N 1.893 0.300 -0.185 0.2 -1.5 0.9
H -1.939 -0.956 -0.352 -1.4 0.5 0.8
H -2.667 0.474 0.220 -0.5 0.2 -0.5
H -0.642 0.760 -1.199 -0.1 -0.2 1.3
H -0.447 1.312 0.568 0.0 -0.5 -0.9
H 0.516 -1.434 -0.473 0.3 0.8 0.3
H 0.545 -0.758 1.196 0.8 0.3 -1.3
H 2.002 0.472 -1.170 -0.3 0.1 -0.5
H 2.704 -0.317 0.027 -0.8 0.7 0.0